1.
Entry from OMol25: a 2-piece molecular cluster, C6H13P overall at a distorted geometry (wB97M-V/def2-TZVPD).

```
20
C6H13P wB97M-V/def2-TZVPD
P 1.313 0.958 1.426
C 0.985 -1.695 1.219
C 0.905 -0.638 -0.969
C 1.079 -0.425 0.485
C -2.171 0.674 -0.258
C -2.512 -0.634 -0.445
C 1.245 2.295 0.063
H 1.978 2.059 -0.690
H -3.090 -1.091 -1.207
H 1.290 -1.677 -1.235
H 1.323 3.298 0.427
H 1.787 -2.387 1.155
H -1.602 1.074 0.521
H -2.810 1.300 -0.948
H 1.417 0.186 -1.438
H 0.717 -1.577 2.389
H 0.154 2.284 -0.196
H -0.085 -0.481 -1.353
H -2.088 -1.306 0.324
H 0.167 -2.218 0.730
```

Largest force on an atom in eV/A: 5.639
Energy above the lowest of the compared OMol25 structures with the same formula, charge and spin in kcal per mole: 54.6
E in hartree: -577.64879
Kohn-Sham gap in eV: 9.2

***

2.
Entry from OMol25: a 2-piece molecular cluster, C6H14 overall (wB97M-V/def2-TZVPD).

```
20
C6H14 wB97M-V/def2-TZVPD
C 1.001 -0.989 1.396
C 0.565 -0.233 0.390
C 1.489 0.678 -0.388
C -0.728 -1.250 -1.421
C -1.666 0.838 -0.372
C -0.845 -0.428 -0.129
H -1.716 -1.545 -1.786
H 2.422 0.881 0.148
H -0.235 -0.670 -2.211
H -1.762 1.439 0.540
H 0.320 -1.563 2.023
H -1.378 -1.044 0.607
H -0.132 -2.153 -1.248
H 0.550 1.647 2.129
H 1.170 1.563 2.524
H 2.061 -1.079 1.615
H -1.217 1.463 -1.153
H 1.745 0.223 -1.350
H 1.031 1.653 -0.608
H -2.675 0.567 -0.706
```

Largest force on an atom in eV/A: 0.440
Energy above the lowest of the compared OMol25 structures with the same formula, charge and spin in kcal per mole: 41.5
E in hartree: -236.94523
Kohn-Sham gap in eV: 10.2

***

3.
Entry from OMol25: a 2-piece molecular cluster, C6H14 overall at a distorted geometry (wB97M-V/def2-TZVPD).

```
20
C6H14 wB97M-V/def2-TZVPD
C -0.469 0.129 -0.368
C 0.760 -0.395 0.287
C 1.003 0.127 1.721
C -2.716 0.337 0.792
C -1.735 -0.432 0.031
C -3.085 -0.221 -0.909
H -1.715 -1.492 0.342
H -2.612 1.409 0.773
H 9.589 1.003 -2.681
H 0.799 -1.506 0.388
H 1.620 -0.132 -0.319
H -2.929 0.734 -1.404
H -4.139 -0.394 -0.687
H 1.952 -0.235 2.118
H -2.878 -1.001 -1.651
H -0.304 0.524 -1.365
H 0.222 -0.188 2.418
H -3.345 -0.099 1.555
H 8.976 0.611 -2.757
H 1.009 1.220 1.715
```

Largest force on an atom in eV/A: 3.280
Energy above the lowest of the compared OMol25 structures with the same formula, charge and spin in kcal per mole: 167.7
E in hartree: -236.74413
Kohn-Sham gap in eV: 5.5

***

4.
Entry from OMol25: C6H14AgN4O9 as an isolated structure at a distorted geometry (wB97M-V/def2-TZVPD).

```
34
C6H14AgN4O9 wB97M-V/def2-TZVPD
Ag -0.041 0.437 0.470
O -0.573 2.754 0.950
O -1.099 1.938 -0.876
O 0.341 -1.582 1.656
O 0.347 -0.865 -1.433
O 2.047 1.313 0.695
O -1.237 4.099 -0.611
O -2.290 -0.466 0.214
O -0.418 0.034 2.797
O -0.302 -1.997 3.642
N 0.519 -1.892 -3.501
N 2.584 1.490 2.840
N 0.629 0.143 -3.376
N 3.616 2.734 1.352
C -0.988 2.986 -0.197
C 2.779 1.751 1.554
C -2.142 -2.670 -0.575
C 0.505 -0.924 -2.637
C -0.153 -1.188 2.752
C -2.900 -1.690 0.386
H 3.743 2.901 0.364
H -2.818 -3.493 -0.810
H 4.022 3.266 2.109
H 0.205 -2.808 -3.213
H -1.224 -3.027 -0.109
H -2.907 -1.956 1.444
H 3.016 2.028 3.578
H -2.910 0.073 0.711
H 0.628 0.061 -4.382
H -1.839 -2.125 -1.469
H -3.948 -1.662 0.089
H 1.719 0.986 2.978
H 0.700 -1.662 -4.467
H 0.386 1.013 -2.924
```

Spin multiplicity: 2
Net charge: -2
Largest force on an atom in eV/A: 6.250
Energy above the lowest of the compared OMol25 structures with the same formula, charge and spin in kcal per mole: 29.9
E in hartree: -1280.13628
Kohn-Sham gap (spin up / spin down) in eV: 4.6 / 3.1

***

5.
Entry from OMol25: C6H14AlN2O6P as an isolated structure at a distorted geometry (wB97M-V/def2-TZVPD).

```
30
C6H14AlN2O6P wB97M-V/def2-TZVPD
P 0.623 1.428 -3.021
Al 3.021 -0.437 -1.344
O 0.265 0.352 -2.030
O 0.659 1.261 -4.564
O 1.954 1.548 0.525
O 0.215 2.914 -2.872
O 1.019 -2.389 -0.846
O 2.163 1.584 -2.965
N 0.627 2.958 1.691
N -0.997 -3.384 -0.492
C -0.157 -2.564 -1.144
C -0.421 3.945 1.771
C 1.056 2.378 0.560
C 0.951 2.341 2.988
C -0.599 -4.261 0.604
C -2.306 -3.645 -1.052
H 1.902 1.823 2.890
H -2.946 -4.264 -0.427
H -1.127 3.763 2.581
H -0.398 -5.260 0.216
H 1.260 3.159 3.647
H -1.170 -4.242 1.530
H -2.300 -3.976 -2.091
H -0.924 4.101 0.818
H 0.073 4.867 2.091
H 0.384 -3.857 0.857
H 0.105 1.850 3.465
H 0.588 2.734 -0.371
H -0.655 -2.023 -1.961
H -2.863 -2.703 -1.053
```

Largest force on an atom in eV/A: 2.457
Energy above the lowest of the compared OMol25 structures with the same formula, charge and spin in kcal per mole: 24.1
E in hartree: -1381.67158
Kohn-Sham gap in eV: 5.9

***

6.
Entry from OMol25: C6H14AsI2OS2 as an isolated structure at a distorted geometry (wB97M-V/def2-TZVPD).

```
26
C6H14AsI2OS2 wB97M-V/def2-TZVPD
I -3.317 -0.900 -0.099
I 0.523 -0.034 -3.270
As 0.252 -1.192 0.240
S 1.789 -2.497 -1.001
S -0.607 1.983 2.785
O 0.960 -1.916 1.838
C 1.758 1.051 1.587
C -1.935 -0.421 -1.678
C -0.643 -0.545 -1.514
C 0.854 2.319 1.734
C 1.610 0.290 0.244
C -2.621 0.048 -2.957
H -1.531 1.436 1.962
H -0.741 -0.323 1.050
H 1.620 0.431 2.477
H -0.707 -2.414 0.183
H 2.802 1.413 1.624
H 0.258 -2.466 2.215
H -2.408 -0.613 -3.803
H 2.097 -3.441 -0.081
H 1.451 1.047 -0.539
H -2.335 1.083 -3.174
H 1.459 3.090 2.223
H 2.583 -0.157 0.019
H 0.541 2.689 0.751
H -3.711 0.038 -2.816
```

Net charge: -1
Largest force on an atom in eV/A: 1.387
E in hartree: -3939.72137
Kohn-Sham gap in eV: 6.7